Formula: C3HO3Pm
Source: the Open Molecules 2025 dataset
Level of theory: ωB97M-V/def2-TZVPD

Structure (XYZ):
```
8
Properties=species:S:1:pos:R:3:lowdin_charge:R:1
C 0.43193 2.41682 -0.17625 -0.3187
O -1.88691 -3.69860 -0.61896 0.0896
C 1.48601 2.19088 -0.95197 -0.1578
O 2.40209 2.02877 -1.67500 0.1584
O -0.16469 1.49791 0.59167 -0.4736
H 0.10478 3.46501 -0.16127 0.1238
Pm -0.79033 -0.69209 1.06087 1.6601
C -1.70939 -2.96907 0.29833 -0.0819
```

The total charge is +1. The calculation puts the HOMO energy (alpha / beta) at -10.59 / -10.66 eV. The gap between HOMO and LUMO (alpha / beta) is 0.1850 / 0.1907 Ha. Its lowest unoccupied orbital energy (alpha / beta) is -5.6 / -5.5 eV. As for the spin multiplicity: 6.

Formula: C3HO4P
Source: the Open Molecules 2025 dataset
Level of theory: ωB97M-V/def2-TZVPD

Structure (XYZ):
```
9
Properties=species:S:1:pos:R:3:lowdin_charge:R:1
C 1.84567 0.68966 -0.08879 -0.4463
O -2.23637 -0.58486 1.01711 -0.4710
O -1.83943 -0.15048 -1.46335 -0.4574
O 1.16284 0.03559 1.00535 -0.0931
O 0.57560 -1.86633 -0.05889 0.0142
C 2.60876 1.25910 -0.85302 -0.2380
H -1.10972 1.34606 0.24392 0.0067
P -1.35234 -0.02292 -0.05768 0.3203
C 0.34498 -0.70582 0.25535 -0.6354
```

The total charge is -2. The calculation puts the HOMO energy at -0.75 eV. The gap between HOMO and LUMO is 0.2842 Ha. Its lowest unoccupied orbital energy is 7.0 eV. As for the spin multiplicity: 1.

Formula: C3HOS
Source: the Open Molecules 2025 dataset
Level of theory: ωB97M-V/def2-TZVPD

Structure (XYZ):
```
6
Properties=species:S:1:pos:R:3:lowdin_charge:R:1
C 0.23374 0.83555 -0.59329 -1.0069
H -0.75560 -2.10475 1.27725 0.0004
O -0.14715 1.65118 -1.60240 -0.2499
C -0.56227 -1.25092 0.69102 0.0618
C -0.38335 -0.33772 -0.07782 -0.2325
S 1.61464 1.20666 0.30524 0.4270
```

The total charge is -1. The calculation puts the HOMO energy at -3.15 eV. The gap between HOMO and LUMO is 0.2611 Ha. Its lowest unoccupied orbital energy is 4.0 eV. As for the spin multiplicity: 1. Its SMILES is C#CC([O-])=S.

Formula: C3KLiMgO3
Source: the Open Molecules 2025 dataset
Level of theory: ωB97M-V/def2-TZVPD

Structure (XYZ):
```
9
Properties=species:S:1:pos:R:3:lowdin_charge:R:1
K -3.53057 3.25751 0.58344 0.9288
Mg -1.66138 -1.50715 0.76403 0.9361
C 1.05143 -1.38985 -0.36404 -0.6266
O 2.06581 -1.37019 -1.03705 -0.0485
O -1.36651 1.21164 0.63968 -0.2773
O 0.05275 -2.10260 -0.31420 -0.1343
C -0.16638 1.03670 0.33073 -0.4556
Li 2.71901 0.56331 -0.90238 0.7818
C 0.83586 0.30063 0.29979 -0.1045
```

The total charge is +1. The calculation puts the HOMO energy (alpha / beta) at -9.83 / -10.95 eV. The gap between HOMO and LUMO (alpha / beta) is 0.2214 / 0.2550 Ha. Its lowest unoccupied orbital energy (alpha / beta) is -3.8 / -4.0 eV. As for the spin multiplicity: 2.

Formula: C3Li2O6
Source: the Open Molecules 2025 dataset
Level of theory: ωB97M-V/def2-TZVPD

Structure (XYZ):
```
11
Properties=species:S:1:pos:R:3:lowdin_charge:R:1
O 1.54521 0.21685 -0.16118 -0.2103
O 3.74846 0.26603 -0.70862 -0.0524
O 0.53052 1.86231 0.74963 -0.2435
O 2.63122 -1.66512 -0.52314 -0.0873
C 2.73790 -0.42703 -0.54346 -0.8469
O -4.12505 0.03858 -0.03707 -0.1017
Li -0.14909 -0.00096 0.82223 0.6714
C 1.37675 1.65647 -0.13604 -0.2988
Li -3.31877 -1.86414 -0.14949 0.8304
O -2.01011 -0.43214 0.46069 -0.2163
C -2.96704 0.34916 0.22644 -0.4446
```

The total charge is -1. The calculation puts the HOMO energy (alpha / beta) at -2.80 / -2.77 eV. The gap between HOMO and LUMO (alpha / beta) is 0.1261 / 0.1133 Ha. Its lowest unoccupied orbital energy (alpha / beta) is 0.6 / 0.3 eV. As for the spin multiplicity: 2.

Formula: C3N2O
Source: the Open Molecules 2025 dataset
Level of theory: ωB97M-V/def2-TZVPD

Structure (XYZ):
```
6
Properties=species:S:1:pos:R:3:lowdin_charge:R:1
N -0.67141 0.40411 -2.37541 0.1894
O 1.05787 -1.07265 0.28239 0.1605
N -0.31778 0.85289 2.25684 0.2182
C 0.10677 -0.36357 0.04309 -0.3982
C -0.08899 0.46536 1.11297 -0.1047
C -0.27422 -0.13809 -1.39425 -0.0652
```

The calculation puts the HOMO energy at -12.16 eV. The gap between HOMO and LUMO is 0.3605 Ha. Its lowest unoccupied orbital energy is -2.3 eV. As for the spin multiplicity: 1. Its SMILES is N#CC(=O)C#N.